Entry 1:
Below is an isolated molecule of C9H19N5O3 in a non-equilibrium geometry, with properties calculated with the ωB97M-V functional and the def2-TZVPD basis.

Geometry as ORCA input:
```
! wB97M-V def2-TZVPD RIJCOSX def2/J DEFGRID3
* xyz 0 1
H -3.27070 2.51260 5.01143
N -4.17114 2.13655 4.64142
C -3.91078 1.30994 3.67376
N -4.90753 0.73182 2.85350
N -2.63272 0.87735 3.19000
C -2.41610 0.50886 1.83260
C -0.93498 0.15247 1.60356
C -0.48733 -0.20608 0.14788
C 1.00251 -0.54740 0.04612
N 1.36789 -0.57723 -1.36723
C 2.60179 -0.36886 -1.79269
O 3.57893 -0.18686 -1.03096
C 2.71002 -0.50445 -3.28922
C 3.66208 0.51790 -3.91453
N 1.45506 -0.49034 -4.05181
C 1.33245 -1.90931 0.77077
O 0.55189 -2.61976 1.31947
O 2.58152 -2.33290 0.48603
H -4.84252 -0.27115 2.75079
H -5.84595 0.99219 3.24296
H -1.92262 1.37557 3.64984
H -3.05124 -0.31994 1.65578
H -2.69899 1.34402 1.11668
H -0.65027 -0.68719 2.24870
H -0.40048 1.05999 1.99217
H -0.63107 0.70962 -0.44853
H -1.10771 -1.03655 -0.25606
H 1.66728 0.16474 0.53599
H 0.69707 -0.94400 -1.98118
H 3.13049 -1.50898 -3.44042
H 3.88697 0.22526 -4.99521
H 4.56260 0.53415 -3.27494
H 3.31444 1.61418 -3.88582
H 1.05966 0.43483 -4.21482
H 1.57952 -1.08799 -4.87749
H 3.13997 -1.60307 0.05143
*
```

## Properties
E: -23235.021 eV
SMILES: [H]/N=C(/N)NCCC[C@H](NC(=O)[C@H](C)N)C(=O)O
LUMO energy: 0.4 eV
max |F|: 2.741 eV/A
energy above the lowest of the compared OMol25 structures with the same formula, charge and spin: 0.929 eV
HOMO-LUMO gap: 9.37 eV

***

Entry 2:
Below is a structure of composition C3H4BNO2S in a non-equilibrium geometry, with properties calculated with the ωB97M-V functional and the def2-TZVPD basis.

Geometry as ORCA input:
```
! wB97M-V def2-TZVPD RIJCOSX def2/J DEFGRID3
* xyz 0 1
B 0.25205 0.67241 -0.86122
C 0.67934 1.01671 0.43003
C 0.47064 0.26107 1.64508
C -1.16241 -1.16975 -0.51765
N -0.37452 -0.65399 1.94718
O 0.28449 -1.31111 -0.70369
O -0.12626 0.82588 -2.05230
S -1.71162 -1.00140 1.03313
H 0.96038 2.09125 0.69150
H 1.09315 0.68892 2.46363
H 0.20579 -1.44711 -1.62611
H -0.57103 0.02711 -2.44958
*
```

## Properties
E: -20268.482 eV
LUMO energy: -0.1 eV
max |F|: 4.930 eV/A
energy above the lowest of the compared OMol25 structures with the same formula, charge and spin: 3.358 eV
HOMO-LUMO gap: 8.34 eV

***

Entry 3:
Below is a cluster of 2 separate species, C4H5F3S in total in a non-equilibrium geometry, with properties calculated with the ωB97M-V functional and the def2-TZVPD basis.

Geometry as ORCA input:
```
! wB97M-V def2-TZVPD RIJCOSX def2/J DEFGRID3
* xyz 0 1
C 0.95034 2.25127 -0.57750
C -1.38484 -0.62715 0.06114
C -0.38699 -0.41499 0.89614
C 0.74284 -1.31476 0.76718
F 0.51917 -2.64413 0.99255
F 1.65845 -0.89180 1.66263
F 1.25737 -1.33365 -0.48502
S 0.09150 1.94490 -1.94516
H 1.87469 2.62085 -0.92143
H -1.34167 -1.30819 -0.70997
H -2.36891 -0.17380 -0.08352
H -1.07329 1.60573 -1.26709
H -0.53866 0.28572 1.61004
*
```

## Properties
E: -23212.779 eV
LUMO energy: -0.3 eV
max |F|: 3.950 eV/A
energy above the lowest of the compared OMol25 structures with the same formula, charge and spin: 3.112 eV
HOMO-LUMO gap: 8.81 eV

***

Entry 4:
Below is a cluster of 2 separate species, C2H6OS2 in total in a non-equilibrium geometry, with properties calculated with the ωB97M-V functional and the def2-TZVPD basis.

Geometry as ORCA input:
```
! wB97M-V def2-TZVPD RIJCOSX def2/J DEFGRID3
* xyz -1 2
S 2.07574 1.63212 0.59282
S 2.21665 2.20500 -1.66712
H 3.21822 0.93978 0.68927
H 0.91680 2.08850 -1.97156
C -1.32967 -1.13997 1.30492
C -1.01932 -0.53622 0.16689
O -0.54496 -1.28445 -0.92386
H -1.47168 -0.49914 2.15650
H -1.32383 -2.20757 1.37066
H -1.45425 0.36332 -0.26392
H -1.28370 -1.56136 -1.45460
*
```

## Properties
E: -25887.479 eV
LUMO energy (spin up / spin down): 3.4 / 3.4 eV
max |F|: 2.771 eV/A
energy above the lowest of the compared OMol25 structures with the same formula, charge and spin: 0.909 eV
HOMO-LUMO gap (spin up / spin down): 4.03 / 6.36 eV